The following is a DFT calculation (wB97M-V/def2-TZVPD) of a 8-piece molecular cluster, C49H113N7O8 overall at a distorted geometry.

XYZ file:
```
177
Properties=species:S:1:pos:R:3:forces:R:3:mulliken_charge:R:1
C -4.947635 -0.535347 2.974380 0.406 -0.434 1.504 -2.138
C -4.606010 0.126181 1.672986 -0.245 -1.077 -1.199 2.679
C -3.323600 -0.506060 1.128816 1.638 1.155 0.623 -2.036
C -5.765245 -0.200644 0.732162 -0.928 0.322 -0.555 -1.623
C -5.706177 0.589930 -0.593099 0.427 -1.231 0.920 -0.347
C -5.717155 2.042688 -0.239322 -0.342 0.703 -1.296 -1.457
C -4.598647 2.476976 0.673459 0.242 0.437 0.689 1.886
C -3.257096 2.612226 -0.049729 -0.148 0.133 0.001 -1.604
C -4.974579 3.863359 1.200354 -0.639 0.247 0.844 -2.087
N -4.580630 1.557085 1.826057 -1.313 0.410 -0.398 0.245
O -3.699716 1.958634 2.826789 0.578 0.347 0.360 -0.463
H -4.711176 -1.602113 2.933219 -0.295 0.022 -0.149 0.374
H -4.337969 -0.167301 3.805611 0.017 0.097 -0.161 0.357
H -5.988588 -0.413962 3.276144 -0.042 0.079 -0.177 0.486
H -3.216097 -1.567568 1.333858 -0.248 -0.113 -0.200 0.555
H -3.090678 -0.272236 0.093061 -0.382 -0.335 -0.227 0.097
H -2.477603 -0.008175 1.646680 -0.231 -0.345 0.017 0.248
H -5.815298 -1.273430 0.526302 0.182 0.005 0.183 0.216
H -6.673682 0.069394 1.288924 -0.040 -0.064 -0.296 0.529
H -4.774528 0.232009 -1.055740 -0.182 0.542 -0.362 0.202
H -6.528838 0.342727 -1.262721 -0.050 -0.111 0.049 0.379
H -6.681905 2.323806 0.190903 0.023 -0.317 0.305 0.398
H -5.689951 2.654595 -1.154835 0.278 -0.035 0.127 0.392
H -2.519280 2.986357 0.660538 0.179 -0.197 -0.064 0.453
H -3.353888 3.354322 -0.846690 0.018 -0.044 -0.001 0.526
H -2.939182 1.676774 -0.495461 0.223 -0.081 -0.019 0.018
H -6.018203 3.896463 1.546314 0.036 -0.187 -0.406 0.476
H -4.844646 4.632185 0.439315 0.078 -0.003 0.042 0.373
H -4.446491 4.139221 2.115864 0.553 0.055 -0.411 0.366
H -4.305623 2.347323 3.468853 0.319 -0.043 0.166 0.379
C 5.911072 1.243568 1.848524 -0.709 0.347 -0.190 -1.902
C 6.112449 0.336339 3.045778 1.841 -0.320 -0.080 2.044
C 6.328369 -1.105807 2.540274 -0.635 -0.110 -0.150 -1.469
C 7.390669 0.833403 3.757113 0.202 0.512 0.641 -1.324
C 7.641647 0.170866 5.113150 -1.003 0.163 0.015 -0.688
C 6.416063 0.450526 6.003052 0.335 -1.040 -0.567 -1.379
C 5.071410 0.010371 5.362817 0.241 0.466 -0.348 1.742
C 4.891491 -1.505157 5.460036 -0.271 -0.079 0.179 -1.551
C 3.973500 0.736349 6.111911 -1.080 -0.200 0.223 -1.750
N 5.027000 0.528503 3.974528 -0.442 0.940 0.187 0.096
O 3.780425 0.255003 3.316878 0.096 -0.478 0.441 0.133
H 4.934664 1.004887 1.416959 0.250 0.113 -0.329 -0.123
H 5.904030 2.297068 2.144641 -0.086 -0.075 0.140 0.455
H 6.695868 1.139343 1.102463 0.022 -0.256 -0.027 0.498
H 6.625574 -1.802029 3.320347 -0.026 0.043 0.096 0.319
H 5.391049 -1.471294 2.097772 0.179 -0.006 0.095 0.108
H 7.091259 -1.151364 1.762365 0.027 0.178 0.007 0.453
H 8.263885 0.813405 3.097030 -0.179 -0.385 -0.079 0.441
H 7.250382 1.905602 3.983438 -0.097 -0.217 -0.163 0.402
H 7.748700 -0.915018 5.057070 0.389 0.079 -0.211 0.328
H 8.488199 0.613224 5.637040 0.298 -0.210 -0.255 0.404
H 6.430314 1.508076 6.261084 -0.328 0.014 0.141 0.402
H 6.548595 -0.187254 6.884656 -0.225 0.482 0.263 0.391
H 4.152197 -1.871417 4.745835 0.008 0.139 -0.082 -0.004
H 4.512177 -1.758475 6.454569 0.194 -0.069 -0.028 0.520
H 5.823046 -2.036618 5.284275 0.034 -0.088 0.062 0.357
H 4.065609 1.815867 6.002865 0.162 0.023 0.106 0.421
H 3.908597 0.459784 7.169081 0.459 0.116 -0.038 0.463
H 2.985899 0.463532 5.732774 0.017 -0.030 -0.238 0.111
H 3.358747 1.119166 3.225241 0.176 -0.078 0.108 0.211
C 2.489939 -0.497510 0.260503 0.095 1.291 -0.120 -1.820
C 1.781408 -0.903921 -1.043197 0.112 -0.301 0.700 3.152
C 0.659944 0.091690 -1.313333 0.379 0.779 0.269 -0.411
C 2.820926 -0.972546 -2.146750 0.114 0.468 -0.156 -0.645
C 2.310212 -1.642035 -3.402396 -0.051 -0.334 -0.037 -0.508
C 1.855684 -3.054019 -3.076019 -0.315 -0.167 0.205 -1.537
C 0.865036 -3.098054 -1.912017 -0.242 -0.267 -0.126 1.989
C -0.517213 -2.783921 -2.434446 -0.692 1.095 0.013 -1.724
C 0.882723 -4.477872 -1.339032 0.315 -1.895 0.236 -2.176
N 1.292564 -2.258662 -0.810327 0.774 0.142 -0.137 0.064
O 0.266922 -2.245721 0.151553 0.150 -0.127 0.801 -0.028
H 2.824424 0.554835 0.197025 -0.039 -0.218 -0.221 -0.599
H 3.386354 -1.079677 0.469995 -0.195 -0.289 0.033 0.830
H 1.802205 -0.494568 1.108799 0.056 -0.282 -0.202 -0.275
H -0.113513 -0.273628 -1.974602 -0.130 -0.025 -0.024 0.100
H 1.066245 1.027085 -1.715398 0.017 -0.214 -0.116 -0.986
H 0.246504 0.373287 -0.346238 -0.484 -0.103 -0.071 0.258
H 3.129277 0.056529 -2.363406 0.111 -0.162 0.034 -0.400
H 3.692810 -1.514075 -1.765761 -0.011 -0.002 -0.071 0.518
H 3.099373 -1.654336 -4.157293 -0.131 0.015 -0.098 0.504
H 1.446376 -1.107631 -3.816450 0.205 0.164 -0.028 0.094
H 2.659789 -3.742582 -2.806330 0.343 0.278 -0.308 0.416
H 1.287108 -3.475651 -3.908407 0.375 -0.156 -0.175 0.451
H -0.953390 -3.605269 -2.998234 0.081 -0.073 -0.065 0.608
H -1.189317 -2.509553 -1.617085 0.001 -0.255 -0.031 0.038
H -0.458189 -1.895544 -3.070801 -0.217 -0.231 -0.251 0.378
H 1.892391 -4.711622 -0.981488 -0.116 0.130 0.116 0.501
H 0.192691 -4.642106 -0.510111 -0.048 0.297 -0.035 0.233
H 0.659868 -5.265247 -2.070287 -0.119 0.278 -0.186 0.440
H 0.743393 -2.587864 0.943008 -0.340 0.325 -0.056 0.183
C 1.432918 6.686043 -2.612598 -1.095 0.205 -0.648 -1.963
C 2.675666 6.223568 -1.899814 0.059 1.680 0.620 1.466
C 3.752793 7.275906 -2.112268 1.347 0.197 -1.640 -1.723
C 2.365957 6.235793 -0.411365 0.082 -0.626 0.923 -1.303
C 3.403149 5.480305 0.416490 -0.467 0.064 -0.102 -0.894
C 3.529085 4.072295 -0.134795 0.718 0.633 1.170 -0.216
C 3.976906 4.070641 -1.574467 0.184 -0.646 -0.580 1.688
C 5.448921 4.449495 -1.756494 0.007 -0.480 -0.446 -1.785
C 3.785499 2.636103 -2.074585 -0.558 0.182 -0.373 -1.920
N 3.029813 4.898462 -2.319686 -0.777 -0.988 -1.299 1.131
O 3.317798 4.889375 -3.761234 0.213 0.128 1.168 -0.588
H 0.527074 6.177468 -2.262702 0.253 -0.331 -0.165 0.210
H 1.204628 7.741660 -2.442825 0.389 0.030 0.121 0.444
H 1.532667 6.563534 -3.692968 -0.073 -0.034 0.060 0.427
H 3.443657 8.315053 -1.995932 -0.289 -0.176 0.556 0.460
H 4.651881 7.071309 -1.534693 -0.130 0.253 0.262 0.285
H 4.104867 7.267128 -3.160426 -0.172 -0.274 0.231 0.341
H 2.307353 7.264778 -0.050577 -0.214 0.028 -0.234 0.425
H 1.402087 5.742700 -0.235959 -0.016 0.126 -0.031 0.352
H 4.376564 5.977232 0.400269 -0.054 0.036 0.047 0.339
H 3.070990 5.423011 1.456234 0.101 0.150 0.013 0.465
H 2.586303 3.540372 0.000744 -0.057 -0.063 -0.168 0.293
H 4.293226 3.595327 0.491837 -0.107 -0.429 -0.323 -0.310
H 6.058524 3.656890 -1.313644 0.090 0.291 0.260 0.401
H 5.704689 5.430252 -1.377522 0.163 -0.026 0.254 0.360
H 5.694850 4.427861 -2.822101 -0.133 0.152 0.031 0.393
H 3.998216 2.601016 -3.145327 0.112 -0.278 0.101 0.488
H 2.731999 2.376305 -1.917176 0.127 -0.014 -0.161 0.001
H 4.371864 1.896303 -1.533820 0.290 0.134 0.028 0.534
H 2.624150 4.340477 -4.153146 0.021 0.087 0.372 0.329
C -1.398020 0.170932 4.771397 -0.419 0.015 -0.231 -0.178
O -1.046935 -1.054333 5.376330 0.050 0.071 0.004 -0.451
C 0.097476 -1.620401 4.801222 0.951 -0.334 0.571 -0.600
C 0.018300 -2.112930 3.358225 0.318 0.534 -0.953 1.740
C -0.802167 -3.366309 3.182909 0.276 -0.618 0.595 -1.632
N 1.392732 -2.337130 2.801915 -0.683 -0.439 0.660 -0.292
H -2.015367 0.743157 5.462100 -0.085 -0.146 0.069 0.328
H -1.974759 -0.026518 3.864284 0.034 0.297 -0.040 -0.085
H -0.531266 0.792414 4.523697 0.158 -0.137 -0.012 0.209
H 0.957020 -0.930942 4.882571 -0.239 0.229 -0.180 0.190
H 0.394254 -2.452821 5.464642 -0.281 0.004 -0.294 0.369
H -0.470703 -1.371557 2.704736 0.353 0.187 0.294 -0.406
H -1.821062 -3.213415 3.537000 -0.044 0.003 -0.030 0.358
H -0.356250 -4.172990 3.783794 -0.162 0.039 -0.055 0.397
H -0.808519 -3.706193 2.150641 -0.109 0.124 -0.128 0.283
H 1.958724 -1.488018 2.793214 -0.167 -0.200 0.234 -0.416
H 1.852995 -3.005870 3.426962 0.052 0.210 -0.358 0.297
C -3.658807 1.188789 -4.970422 -0.721 -2.304 0.872 -0.507
O -2.828182 2.080219 -5.576067 0.808 1.634 -0.163 -0.424
C -2.132621 2.921942 -4.656956 -0.630 0.152 -0.575 -0.971
C -0.998531 2.264802 -3.912975 0.320 1.051 0.781 1.140
C -0.410241 3.322619 -2.957300 0.854 0.031 0.341 -0.762
N 0.068892 1.800647 -4.788319 -0.010 -0.497 -0.068 -0.595
H -4.465703 0.877964 -5.637844 0.051 0.293 -0.158 0.316
H -4.118240 1.518348 -4.028945 0.021 0.437 -0.084 0.154
H -3.136700 0.244803 -4.708229 -0.009 0.246 -0.042 0.185
H -1.797081 3.794082 -5.233457 0.203 -0.271 -0.030 0.345
H -2.839178 3.331009 -3.911149 0.055 -0.238 -0.133 0.390
H -1.418980 1.445665 -3.321860 0.246 -0.203 -0.158 -0.072
H 0.408043 2.879939 -2.375369 -0.187 -0.056 -0.052 -0.116
H -1.038548 3.829704 -2.218718 -0.385 -0.191 -0.296 0.370
H 0.105546 4.087203 -3.554104 -0.325 0.081 0.005 0.171
H 0.463692 2.590386 -5.295133 -0.158 -0.094 -0.018 0.307
H 0.825478 1.430856 -4.213868 -0.132 -0.026 -0.147 0.196
C -6.611318 -3.403067 -1.374585 -0.495 -0.001 -0.288 -0.793
O -7.190862 -4.641166 -1.754155 0.212 0.302 0.212 -0.349
C -6.505181 -5.372674 -2.748514 -0.291 0.118 0.024 -0.345
C -7.482393 -6.371667 -3.353380 -0.351 -1.127 -0.753 0.472
C -8.020207 -7.363254 -2.351104 0.117 -0.016 0.839 -1.245
N -6.894879 -7.147840 -4.479649 0.565 1.154 0.113 -0.748
H -5.550983 -3.461802 -1.093755 -0.157 -0.219 0.087 0.317
H -7.228088 -3.055787 -0.543949 0.308 0.032 0.102 0.311
H -6.707957 -2.649628 -2.172752 0.093 -0.203 -0.039 0.318
H -6.122677 -4.696541 -3.527177 -0.017 -0.049 0.006 0.333
H -5.649390 -5.911215 -2.307169 -0.040 0.051 -0.099 0.110
H -8.372496 -5.898338 -3.779352 0.314 0.583 0.052 0.257
H -7.183826 -7.947245 -1.946422 -0.212 -0.095 0.038 0.133
H -8.756994 -8.034915 -2.784400 0.172 -0.086 -0.293 0.369
H -8.528597 -6.863936 -1.523222 0.219 0.085 0.032 0.335
H -6.061121 -7.653494 -4.165710 -0.271 -0.002 0.113 0.240
H -6.521052 -6.423962 -5.105151 -0.133 -0.540 -0.143 0.281
C -4.016550 -8.701279 -1.845831 0.315 -0.256 0.491 -0.537
O -4.281944 -8.800601 -3.234839 -0.309 0.227 0.105 -0.475
H -4.873671 -8.229583 -1.364518 -0.034 -0.002 -0.221 0.178
H -3.872953 -9.676017 -1.354088 -0.106 0.077 -0.302 0.294
H -3.133942 -8.097927 -1.600370 -0.056 0.048 -0.283 0.267
H -3.567623 -9.226451 -3.712319 0.174 -0.054 0.216 0.278
```
Positions in Å, forces in eV/Å.

Results
SMILES string: CC1(C)CCCC(C)(C)N1O.CC1(C)CCCC(C)(C)N1O.CC1(C)CCCC(C)(C)N1O.CC1(C)CCCC(C)(C)N1O.COC[C@H](C)N.COC[C@H](C)N.COC[C@H](C)N.CO
frontier orbital gap: 8.43 eV
total charge: 0
LUMO energy: 0.3 eV
energy relative to the best compared isomer or geometry (same formula, charge and spin): 0.000 eV